# 1
ORCA calculation (ωB97M-V with the def2-TZVPD basis set) on a structure of composition CH3O3S2 in a non-equilibrium geometry.

Geometry as XYZ:
```
9
CH3O3S2 (ωB97M-V with the def2-TZVPD basis set)
C -0.548 0.679 -0.394
O -0.427 -3.156 2.227
O 1.638 -3.563 1.088
O 1.518 -1.344 -1.156
S 0.601 -0.375 0.193
S 0.312 -3.016 0.956
H -0.198 1.682 -0.820
H -1.569 0.302 -0.825
H 1.354 -2.222 -0.957
```

Output
- Net charge: -1
- Relative energy (zero: lowest compared OMol25 entry of this formula, charge and spin): 67.7 kcal/mol
- HOMO (alpha / beta): -3.65 / -3.66 eV
- Lowest unoccupied orbital energy (alpha / beta): 3.324 / 3.325 eV
- Total energy: -1061.96216 a.u.
- Multiplicity: 1


# 2
ORCA calculation (ωB97M-V with the def2-TZVPD basis set) on a cluster of 6 separate species, C20H37N3O6S3 in total in a non-equilibrium geometry.

Geometry as XYZ:
```
69
C20H37N3O6S3 (ωB97M-V with the def2-TZVPD basis set)
N 2.801 1.524 0.150
C 1.400 1.552 0.731
S 1.677 0.709 2.399
C 0.405 0.782 -0.296
C -1.014 1.290 0.226
S -1.781 0.530 1.745
N -1.961 0.913 -0.891
C -2.214 -0.368 -0.844
S -2.008 -2.029 -0.843
C -0.747 2.834 0.566
O -1.585 3.774 0.641
N 0.726 2.905 0.760
H 3.432 1.213 0.915
H 2.800 0.723 -0.507
H 0.903 -0.460 2.408
H 0.541 -0.340 -0.433
H 0.619 1.378 -1.264
H -3.058 1.080 1.825
H 1.040 3.395 1.610
C -3.154 -5.629 1.000
C -3.534 -4.586 2.016
C -5.001 -4.386 2.289
O -2.688 -3.929 2.596
H -2.066 -5.664 0.907
H -3.508 -6.610 1.323
H -3.580 -5.374 0.027
H -5.438 -5.311 2.670
H -5.510 -4.075 1.374
H -5.125 -3.604 3.041
C -0.588 6.140 -3.646
C 0.566 5.789 -2.744
C 0.248 5.070 -1.460
O 1.712 6.076 -3.043
H -0.211 6.654 -4.532
H -1.103 5.229 -3.961
H -1.278 6.804 -3.124
H -0.229 4.114 -1.679
H -0.406 5.687 -0.841
H 1.173 4.882 -0.913
C -3.734 8.457 -5.070
C -2.346 9.031 -5.176
C -1.980 9.729 -6.459
O -1.550 8.933 -4.261
H -3.857 7.984 -4.093
H -4.474 9.255 -5.167
H -3.886 7.704 -5.845
H -2.642 10.583 -6.618
H -2.054 9.032 -7.296
H -0.952 10.091 -6.394
C 0.379 -3.396 3.671
C 1.305 -3.524 2.493
C 1.888 -4.883 2.213
O 1.571 -2.563 1.792
H 0.037 -2.361 3.753
H -0.490 -4.041 3.531
H 0.907 -3.664 4.589
H 1.086 -5.596 2.011
H 2.483 -5.215 3.065
H 2.535 -4.825 1.335
C 5.796 -7.893 3.991
C 4.805 -7.681 2.877
C 5.206 -8.131 1.497
O 3.723 -7.165 3.084
H 5.374 -7.522 4.927
H 6.008 -8.959 4.101
H 6.716 -7.344 3.779
H 5.392 -9.207 1.497
H 6.100 -7.593 1.176
H 4.396 -7.915 0.797
```

Output
- Relative energy (zero: lowest compared OMol25 entry of this formula, charge and spin): 34.5 kcal/mol
- HOMO: -8.67 eV
- SMILES: N[C@]1(S)C[C@](S)(N=C=S)C(=O)N1.CC(C)=O.CC(C)=O.CC(C)=O.CC(C)=O.CC(C)=O
- Lowest unoccupied orbital energy: -0.426 eV
- Total energy: -2594.42088 a.u.
- Multiplicity: 1


# 3
ORCA calculation (ωB97M-V with the def2-TZVPD basis set) on a structure of composition C2H2BeFLiO in a non-equilibrium geometry.

Geometry as XYZ:
```
8
C2H2BeFLiO (ωB97M-V with the def2-TZVPD basis set)
C 1.588 -0.146 -0.006
F 1.390 -1.428 0.121
H 2.289 0.003 -0.847
C -0.921 0.963 0.306
O -1.007 0.032 -0.523
Be 0.593 0.970 0.801
Li -2.036 -1.654 -0.607
H -1.896 1.261 0.756
```

Output
- Net charge: +2
- Relative energy (zero: lowest compared OMol25 entry of this formula, charge and spin): 57.9 kcal/mol
- HOMO (alpha / beta): -19.81 / -19.81 eV
- Lowest unoccupied orbital energy (alpha / beta): -11.986 / -11.986 eV
- Total energy: -274.01497 a.u.
- Multiplicity: 1


# 4
ORCA calculation (ωB97M-V with the def2-TZVPD basis set) on a cluster of 2 separate species, C7H9N2 in total in a non-equilibrium geometry.

Geometry as XYZ:
```
18
C7H9N2 (ωB97M-V with the def2-TZVPD basis set)
C 1.464 -0.036 -1.030
C 2.757 -0.377 -0.623
C 1.626 0.124 1.159
C 0.701 0.272 0.152
C -2.497 -1.077 0.362
C -1.578 0.919 -1.016
C -0.679 0.724 0.202
N 2.807 -0.214 0.714
N -1.753 -0.196 -0.132
H 1.398 -0.004 -2.103
H 3.477 -0.767 -1.227
H 1.494 0.433 2.183
H -2.134 -1.426 1.363
H -3.325 -1.655 -0.108
H -2.415 1.539 -0.870
H -1.140 0.647 -1.975
H -1.079 1.418 1.441
H 3.693 -0.352 1.214
```

Output
- Net charge: +1
- Relative energy (zero: lowest compared OMol25 entry of this formula, charge and spin): 94.8 kcal/mol
- HOMO: -12.12 eV
- Lowest unoccupied orbital energy: -4.752 eV
- Total energy: -381.25262 a.u.
- Multiplicity: 1